ORCA calculation (ωB97M-V/def2-TZVPD) on an isolated molecule of C3H4N2OS.

## Properties
Spin multiplicity: 1
Molecular weight: 116.14 g/mol
Frontier orbital gap: 8.742 eV
Energy relative to the best compared isomer or geometry (same formula, charge and spin): 38.30 kcal per mole
SMILES: [H]/N=c1\occn1S

The geometry in XYZ format:
```
11
C3H4N2OS (ωB97M-V/def2-TZVPD)
C 0.2092 -1.4326 -0.0122
C 1.4482 -0.9531 0.0103
C 0.0945 0.8214 0.0212
H -2.4070 0.9951 0.0080
H -0.1529 -2.4530 -0.0284
H 2.4241 -1.4216 -0.0222
H 0.3559 2.7049 -0.0112
N -0.6477 -0.3391 0.0362
N -0.3812 1.9970 -0.0112
O 1.4132 0.4284 0.0072
S -2.3562 -0.3475 0.0023
```

ORCA calculation (ωB97M-V/def2-TZVPD) on an isolated molecule of C5H9NO.

## Properties
Spin multiplicity: 1
Molecular weight: 99.13 g/mol
Frontier orbital gap: 11.575 eV
Energy relative to the best compared isomer or geometry (same formula, charge and spin): 24.76 kcal per mole
SMILES: CC[C@@H](O)CC#N

The geometry in XYZ format:
```
16
C5H9NO (ωB97M-V/def2-TZVPD)
C 2.0406 -0.5394 0.2092
C 0.7428 0.2226 0.4823
C -0.3679 -0.0344 -0.5562
O -0.3784 -1.3670 -1.0377
C -1.7623 0.1342 0.0643
C -2.0973 1.5171 0.4076
N -2.3865 2.6073 0.6642
H 2.6202 -0.1124 -0.6158
H 2.6800 -0.5155 1.0949
H 1.8369 -1.5947 -0.0095
H 0.9271 1.3054 0.5318
H 0.3766 -0.0796 1.4719
H -0.2648 0.6667 -1.4001
H 0.3694 -1.4867 -1.6360
H -1.8277 -0.4812 0.9695
H -2.5088 -0.2423 -0.6404
```

ORCA calculation (ωB97M-V/def2-TZVPD) on a structure of composition C3H3O2Tl.

## Properties
Spin multiplicity: 2
Molecular weight: 275.44 g/mol
Total charge: -1
Frontier orbital gap (spin up / spin down): 5.393 / 5.264 eV
Energy relative to the best compared isomer or geometry (same formula, charge and spin): 43.04 kcal per mole

The geometry in XYZ format:
```
9
C3H3O2Tl (ωB97M-V/def2-TZVPD)
H 1.8735 1.3185 0.5567
O 0.9057 -0.9188 -0.7507
O -2.5063 -0.2073 -0.6962
C -0.2565 -0.6530 -0.0057
C 0.7614 0.2517 0.6364
C -1.3173 0.1181 -0.8006
H -0.6397 -1.5322 0.5550
H 0.6587 0.2298 1.7341
Tl 0.5205 1.3932 -1.2290
```

ORCA calculation (ωB97M-V/def2-TZVPD) on a structure of composition H30N5O17S3Zn.

## Properties
Spin multiplicity: 2
Molecular weight: 533.85 g/mol
Total charge: +2
Frontier orbital gap (spin up / spin down): 5.637 / 4.908 eV

The geometry in XYZ format:
```
56
H30N5O17S3Zn (ωB97M-V/def2-TZVPD)
Zn 4.9841 -27.6585 -9.9884
N 6.0968 -25.9057 -3.7570
H 5.5843 -26.6871 -3.3738
H 5.7438 -24.9956 -3.4977
H 6.0526 -26.0039 -4.7613
H 7.0297 -25.8778 -3.3712
N 7.7591 -24.2453 -10.0415
H 8.1908 -25.1474 -9.9002
H 7.3189 -24.1199 -10.9418
H 8.5368 -23.6183 -9.8922
H 7.1615 -24.2471 -9.2273
N 8.1331 -23.8579 -6.5435
H 7.8682 -23.2200 -5.8066
H 8.6410 -24.6294 -6.1350
H 8.6002 -23.4143 -7.3214
H 7.2780 -24.1465 -6.9969
N 3.0389 -27.6205 -6.0515
H 3.7476 -28.3392 -6.0876
H 2.7873 -27.5982 -5.0735
H 2.2652 -27.7859 -6.6792
H 3.4236 -26.7037 -6.2291
N 7.1076 -28.4753 -6.5808
H 7.7624 -28.7752 -5.8727
H 7.5437 -28.4385 -7.4911
H 6.2791 -29.0493 -6.6448
H 6.8578 -27.5342 -6.3125
S 1.8472 -28.4826 -9.1812
O 3.1936 -27.9732 -9.3897
O 1.8795 -29.9335 -9.2657
O 1.3553 -28.1941 -7.8932
O 0.8945 -27.9513 -10.1703
S 8.3592 -27.8704 -9.9917
O 8.8799 -26.5451 -9.7493
O 8.4797 -28.6341 -8.7745
O 6.9501 -27.8840 -10.3261
O 9.0933 -28.4863 -11.0312
S 5.4742 -25.6549 -7.3953
O 6.1005 -24.5075 -8.0935
O 6.2519 -26.1159 -6.2758
O 4.1869 -25.2040 -6.8642
O 5.1818 -26.7912 -8.2528
O 1.8575 -25.2240 -7.8780
H 2.7561 -25.2072 -7.5487
H 1.8401 -25.9591 -8.4907
O 3.3286 -23.7274 -4.9386
H 4.0578 -23.3469 -4.4489
H 3.7427 -24.1759 -5.6759
O 5.0793 -25.8151 -10.7605
H 4.2231 -25.4047 -10.8815
H 5.6844 -25.2563 -11.2482
O 5.3317 -29.6217 -8.9372
H 5.7280 -30.4472 -9.2159
H 5.2850 -29.6878 -7.9834
O 5.4845 -22.0054 -8.0429
H 5.4201 -21.6708 -7.1484
H 5.6786 -22.9367 -7.9374
```

> Which value of spin multiplicity does entry 3 give?

2

Copy entry 2 word for word.
ORCA calculation (ωB97M-V/def2-TZVPD) on an isolated molecule of C5H9NO.

## Properties
Spin multiplicity: 1
Molecular weight: 99.13 g/mol
Frontier orbital gap: 11.575 eV
Energy relative to the best compared isomer or geometry (same formula, charge and spin): 24.76 kcal per mole
SMILES: CC[C@@H](O)CC#N

The geometry in XYZ format:
```
16
C5H9NO (ωB97M-V/def2-TZVPD)
C 2.0406 -0.5394 0.2092
C 0.7428 0.2226 0.4823
C -0.3679 -0.0344 -0.5562
O -0.3784 -1.3670 -1.0377
C -1.7623 0.1342 0.0643
C -2.0973 1.5171 0.4076
N -2.3865 2.6073 0.6642
H 2.6202 -0.1124 -0.6158
H 2.6800 -0.5155 1.0949
H 1.8369 -1.5947 -0.0095
H 0.9271 1.3054 0.5318
H 0.3766 -0.0796 1.4719
H -0.2648 0.6667 -1.4001
H 0.3694 -1.4867 -1.6360
H -1.8277 -0.4812 0.9695
H -2.5088 -0.2423 -0.6404
```

Please write out number 2 again, unchanged.
ORCA calculation (ωB97M-V/def2-TZVPD) on an isolated molecule of C5H9NO.

## Properties
Spin multiplicity: 1
Molecular weight: 99.13 g/mol
Frontier orbital gap: 11.575 eV
Energy relative to the best compared isomer or geometry (same formula, charge and spin): 24.76 kcal per mole
SMILES: CC[C@@H](O)CC#N

The geometry in XYZ format:
```
16
C5H9NO (ωB97M-V/def2-TZVPD)
C 2.0406 -0.5394 0.2092
C 0.7428 0.2226 0.4823
C -0.3679 -0.0344 -0.5562
O -0.3784 -1.3670 -1.0377
C -1.7623 0.1342 0.0643
C -2.0973 1.5171 0.4076
N -2.3865 2.6073 0.6642
H 2.6202 -0.1124 -0.6158
H 2.6800 -0.5155 1.0949
H 1.8369 -1.5947 -0.0095
H 0.9271 1.3054 0.5318
H 0.3766 -0.0796 1.4719
H -0.2648 0.6667 -1.4001
H 0.3694 -1.4867 -1.6360
H -1.8277 -0.4812 0.9695
H -2.5088 -0.2423 -0.6404
```